DFT (ωB97M-V/def2-TZVPD) results for a cluster of 8 separate species, C42H108N8O13 in total.

Output
Structure (SMILES)   COC[C@H](C)N.COC[C@H](C)N.COC[C@H](C)N.COCCNCCOC.COCCNCCOC.COCCNCCOC.COCCNCCOC.COCCNCCOC
Energy above the lowest of the compared OMol25 structures with the same formula, charge and spin   92.1 kcal per mole
Lowest unoccupied orbital energy   0.52 eV
Orbital gap   8.7821 eV
Total charge   0
Strongest force on any atom   2.7 eV/A

Last column: Mulliken charge in e.
Geometry (Å):
C 25.0063 -5.9293 9.7229  -0.3515
O 23.9346 -5.1108 10.1157  -0.3427
C 22.9918 -4.9806 9.0510  -0.1229
C 21.8076 -4.1548 9.4719  0.5748
C 20.9827 -4.6233 10.6899  -1.4511
N 20.8249 -3.9213 8.3913  -0.6904
H 25.5582 -5.4170 8.9295  -0.0682
H 24.8331 -6.9223 9.2879  0.3415
H 25.6506 -6.1450 10.5718  0.3079
H 23.5706 -4.4901 8.2527  -0.1394
H 22.7353 -5.9590 8.6268  0.3725
H 22.1690 -3.1456 9.7116  0.1488
H 20.3992 -5.5250 10.5095  0.3005
H 20.2600 -3.8718 11.0109  0.3628
H 21.6841 -4.7665 11.5164  0.3779
H 20.3770 -3.0550 8.6338  0.2324
H 21.2708 -3.7411 7.4934  0.2941
C 15.3328 -1.0550 5.5081  -0.1661
O 16.7143 -0.9310 5.6810  -0.2037
C 17.2658 0.1958 6.3093  -0.3171
C 18.7070 -0.0819 6.7417  1.1866
C 18.7678 -1.3828 7.5603  -1.7202
N 19.3542 0.9839 7.5055  -0.6791
H 14.8941 -0.3813 4.7661  0.3244
H 14.7720 -1.0636 6.4516  -0.0023
H 15.1163 -2.0655 5.1494  -0.1546
H 17.2082 1.0818 5.6735  0.2888
H 16.7734 0.3999 7.2753  -0.0738
H 19.2753 -0.1893 5.8082  -0.3818
H 19.7849 -1.6075 7.8565  0.3434
H 18.4844 -2.1794 6.8732  0.4491
H 18.1409 -1.2685 8.4456  0.3971
H 19.0104 0.9234 8.4659  0.3865
H 18.8982 1.8587 7.2152  0.1461
C 16.9077 7.5234 7.3409  -0.6653
O 17.3773 6.2192 7.1596  -0.3651
C 17.6529 5.8156 5.8374  -0.8360
C 18.1649 4.3776 5.8684  0.4678
C 18.2580 3.7160 4.5056  -1.5623
N 17.2311 3.5374 6.7067  -0.4466
H 16.0288 7.5392 7.9936  0.0947
H 16.4970 7.9421 6.4137  0.3737
H 17.6594 8.1943 7.7594  0.2750
H 16.7519 5.9160 5.2197  0.3957
H 18.4009 6.4675 5.3694  0.4182
H 19.1260 4.3603 6.3874  0.3272
H 18.4306 2.6433 4.4948  0.2912
H 19.0030 4.1965 3.8608  0.4289
H 17.3598 3.9034 3.9034  0.4159
H 16.9778 4.2813 7.3573  0.3135
H 16.4266 3.2972 6.1354  0.1544
C 13.7183 2.0742 7.9115  -0.4372
O 13.0297 2.7049 8.9902  -0.3919
C 11.7062 3.1239 8.6500  -0.5383
C 11.6743 4.3528 7.7828  -0.6333
N 12.3163 5.5178 8.3799  -0.2326
C 12.1436 6.7226 7.5940  -0.7200
C 12.6960 7.9611 8.3355  -0.3883
O 13.1667 8.8514 7.3414  -0.2719
C 13.1334 10.2062 7.7081  -0.8322
H 14.7600 1.9019 8.1654  0.0139
H 13.6092 2.6853 7.0148  0.3380
H 13.2768 1.0911 7.7226  0.2596
H 11.2608 3.1638 9.6439  0.3405
H 11.1916 2.3283 8.0943  0.3675
H 10.6589 4.6035 7.4749  0.4074
H 12.2446 4.1331 6.8648  0.2730
H 13.2918 5.3251 8.5609  0.2645
H 11.1018 6.9008 7.3272  0.3239
H 12.6712 6.6534 6.6299  0.3228
H 13.5322 7.6895 8.9811  0.3138
H 11.8307 8.2447 8.9407  0.2906
H 13.4378 10.4304 8.7366  0.3405
H 12.1166 10.6174 7.6460  0.3157
H 13.7585 10.7596 7.0096  0.2493
C 26.4644 0.2938 1.7731  -0.7074
O 25.8343 -0.8658 1.2903  -0.3105
C 24.6175 -0.6875 0.5947  -0.7466
C 23.7225 -1.9002 0.8967  0.5376
N 22.4497 -1.9367 0.2407  -0.4463
C 21.4970 -2.8203 0.9277  -0.7946
C 21.0917 -2.3736 2.3439  -0.1202
O 19.8600 -3.0408 2.5553  -0.4348
C 19.3175 -2.7214 3.8226  -0.6243
H 25.8980 0.7809 2.5755  0.2623
H 26.5670 0.9948 0.9387  0.3624
H 27.4479 0.0839 2.1883  0.2416
H 24.7530 -0.5576 -0.4838  0.3460
H 24.1385 0.2035 1.0212  0.3684
H 23.6411 -1.8488 1.9814  -0.7858
H 24.4011 -2.7314 0.6374  0.2733
H 22.6359 -2.3445 -0.6682  0.2994
H 22.0258 -3.7787 1.0338  0.2973
H 20.5997 -2.9315 0.3252  0.4237
H 21.0191 -1.2810 2.3321  0.1980
H 21.7976 -2.7815 3.0694  0.3189
H 18.4627 -3.2877 4.1930  0.4066
H 18.8595 -1.7268 3.7123  0.3010
H 20.0757 -2.6650 4.6083  0.1777
C 13.4157 -3.8065 2.8988  -0.8436
O 13.2034 -5.1889 2.7976  -0.2434
C 11.8443 -5.5346 2.5021  0.0514
C 11.6972 -7.0488 2.5302  -0.8488
N 12.3940 -7.7455 1.4474  -0.3267
C 13.7763 -8.1008 1.8208  -0.5024
C 14.4444 -8.8707 0.7024  -0.5372
O 14.3857 -8.1785 -0.5063  -0.2940
C 15.2519 -8.7661 -1.4854  -0.7341
H 14.2883 -3.6192 3.5288  0.2025
H 12.6242 -3.2493 3.4169  0.2905
H 13.5873 -3.3919 1.9010  0.3798
H 11.5269 -5.0682 1.5654  0.3475
H 11.2752 -5.1308 3.3477  -0.0397
H 10.6165 -7.2134 2.4682  0.3965
H 12.0144 -7.4495 3.4919  0.2773
H 12.5427 -7.1349 0.6484  0.2773
H 13.7242 -8.7724 2.6844  0.3239
H 14.3643 -7.2430 2.1619  0.2741
H 13.9258 -9.8411 0.6685  0.3311
H 15.4867 -9.0307 1.0175  0.3715
H 14.9417 -9.8159 -1.5474  0.3073
H 16.2775 -8.7920 -1.1098  0.3012
H 15.0933 -8.2294 -2.4120  0.2326
C 9.6548 -4.6650 5.5459  -0.8187
O 10.5495 -5.6864 5.9233  -0.4127
C 11.7880 -5.3395 6.4536  -0.1217
C 11.6439 -4.5886 7.8025  -0.7020
N 12.8804 -3.9612 8.2565  -0.1852
C 12.6047 -3.0860 9.4113  -0.7107
C 13.8400 -2.1789 9.6387  -0.0636
O 13.3224 -0.8925 9.9214  -0.3163
C 14.2617 0.0799 10.4224  -0.2517
H 9.0624 -4.2829 6.3797  0.3215
H 8.9357 -4.9174 4.7666  0.2699
H 10.2829 -3.8803 5.1058  0.3157
H 12.4620 -4.8630 5.7287  0.1455
H 12.3394 -6.2616 6.6682  0.3333
H 11.1516 -5.2379 8.5370  0.2383
H 10.9298 -3.7882 7.5929  0.3412
H 13.5749 -4.6806 8.4100  0.2222
H 12.4516 -3.7311 10.2782  0.3024
H 11.8537 -2.3600 9.1159  0.4228
H 14.4384 -2.2084 8.7220  0.0194
H 14.4534 -2.5038 10.4864  0.3028
H 15.0450 0.0715 9.6599  -0.1114
H 14.7089 -0.1472 11.3935  0.3220
H 13.5930 0.9324 10.4654  0.1900
C 22.1382 0.4863 5.0262  -0.3406
O 22.9735 -0.6366 5.1550  -0.2428
C 24.1907 -0.4738 4.4289  -0.6360
C 24.9613 -1.7618 4.3102  -0.8781
N 25.2876 -2.2849 5.6210  0.1122
C 25.8987 -3.5933 5.6535  -0.6529
C 26.6409 -3.8551 6.9504  -0.6638
O 27.8936 -3.1898 6.9403  -0.4153
C 28.0134 -2.1649 7.8639  -0.7263
H 22.6035 1.3905 5.4370  0.3871
H 21.2583 0.3077 5.6442  -0.3163
H 21.8219 0.6847 3.9962  0.2984
H 24.8664 0.2282 4.9400  0.3782
H 23.9103 -0.0071 3.4780  0.2484
H 25.8744 -1.3583 3.8612  0.3162
H 24.4192 -2.4381 3.6449  0.6146
H 24.6651 -1.9338 6.3292  0.2304
H 26.5691 -3.6015 4.7872  0.3819
H 25.1527 -4.3632 5.3933  0.3402
H 26.8209 -4.9319 6.9165  0.3859
H 26.0151 -3.4550 7.7500  0.3955
H 27.9595 -2.3360 8.9504  0.3138
H 27.2942 -1.3480 7.7159  0.2502
H 28.9822 -1.6592 7.8149  0.3011